ORCA calculation (ωB97M-V/def2-TZVPD) on C13H36CrK2O25P2V as an isolated structure in a non-equilibrium geometry.

Properties
total charge	-2
ΔE to the lowest compared entry with this formula, charge and spin	0.0	kJ/mol
2S+1	4
orbital gap	5.18	eV
⟨S²⟩	3.807
F_max	13.69	eV Å⁻¹
calculated total energy	-6269.30252	Eh
molar mass	835.49	u

Each line ends with the Mulliken spin population.
Atoms and positions in Å:
K -3.23594 0.17371 2.13333  0.000
K -3.20648 2.39861 -1.87588  0.001
Cr -0.22429 -0.76817 -1.65163  2.920
O -0.59100 4.09656 2.97215  0.000
V -1.38952 3.70013 1.61877  0.000
O -0.32276 4.19786 0.47643  0.000
P -4.02924 3.33123 1.31469  0.000
O -2.98242 3.87501 0.27078  0.000
O -3.15434 3.02777 2.55932  0.000
O -4.84112 2.16737 0.72445  0.000
O -4.98209 4.40043 1.86015  0.000
P -0.53422 0.76846 0.23567  0.003
O 0.86160 0.31438 -0.30357  -0.053
O -1.11629 1.00051 -1.18283  -0.009
O -0.80621 1.66761 1.44404  -0.010
O -1.05486 -0.66986 0.19296  -0.008
C 0.40020 -0.74154 -4.05548  -0.030
O -0.67187 -0.12016 -3.66534  0.072
O 1.33290 -0.36724 -3.19732  0.012
O 0.04721 -1.90126 -3.50347  0.063
C 0.82609 0.90635 5.39096  0.000
C -0.62319 1.20645 5.03383  0.000
O -1.00811 0.52257 3.84019  0.000
O 1.71652 1.56917 4.49471  0.000
H 1.03835 -0.16456 5.37930  0.000
H 0.91919 1.40626 6.35845  0.000
H -0.70395 2.28432 4.87643  0.000
H -1.26345 0.88179 5.85606  0.000
H -0.64642 0.97614 3.06153  0.000
H 1.61213 1.13645 3.63174  0.000
C 2.02581 -2.64382 -1.03477  0.010
C 2.39966 -3.94581 -1.69403  0.001
O 1.90199 -4.04681 -3.02262  0.001
O 0.62092 -2.56159 -0.79387  0.006
H 2.44177 -1.80728 -1.59554  -0.006
H 2.56489 -2.60262 -0.08337  0.001
H 2.20750 -4.80924 -1.05546  -0.001
H 3.48890 -3.87688 -1.81967  0.000
H 1.46246 -3.21992 -3.28256  0.002
H 0.42901 -3.07303 0.00667  0.004
C -3.16486 -2.79195 -1.94324  0.003
C -2.35370 -3.93129 -2.57276  0.002
O -2.07499 -3.59374 -3.92197  0.001
O -2.39735 -1.58775 -1.88223  -0.002
H -3.57254 -3.05996 -0.96294  -0.001
H -4.01861 -2.60235 -2.60021  0.001
H -2.86563 -4.89210 -2.52041  0.001
H -1.42800 -4.05876 -2.00109  0.003
H -1.39687 -2.88958 -3.87789  0.003
H -3.08394 -0.91921 -1.94316  0.004
C 0.89126 -2.81542 2.47627  0.001
C -0.62932 -2.77585 2.74636  0.000
O -1.36358 -2.78814 1.51772  0.000
O 1.23326 -3.93301 1.66986  0.000
H 1.37978 -2.81263 3.45335  0.000
H 1.13665 -1.90326 1.93189  0.001
H -0.90949 -1.82769 3.21229  -0.001
H -0.92691 -3.61641 3.37387  0.000
H -1.18530 -2.02027 0.92653  0.003
H 1.53158 -4.64882 2.23357  0.000
C -0.07924 3.43097 -3.06800  -0.003
C 0.52484 4.42504 -4.04015  0.000
O 1.33581 3.76169 -5.00620  0.000
O -1.07751 2.65108 -3.74561  0.000
H -0.64449 4.01717 -2.33365  -0.001
H 0.57763 2.79806 -2.47053  0.001
H 1.22491 5.09092 -3.52353  0.000
H -0.27074 4.96031 -4.55462  0.000
H 1.94608 3.17660 -4.54724  0.000
H -0.76935 1.72946 -3.77363  -0.003
C 3.13416 1.64852 1.69076  -0.001
C 3.83370 1.68508 0.31950  -0.001
O 2.92102 1.95210 -0.74984  -0.001
O 2.41842 0.39475 1.85409  -0.001
H 2.37789 2.43508 1.69025  0.000
H 3.93121 1.73588 2.42671  0.000
H 4.32167 0.74176 0.05054  0.000
H 4.55342 2.50002 0.21843  0.000
H 2.20284 1.28637 -0.73890  0.004
H 1.82690 0.35799 1.07062  0.007